No. 1
Computed, not measured: a molecular structure, C29H21CoGeN4S5Sb in a non-equilibrium geometry, with wB97M-V/def2-TZVPD.

Structure (XYZ):
```
62
Properties=species:S:1:pos:R:3:mulliken_charge:R:1
Co 0.388 -2.208 -0.364 -0.397
S -6.082 1.411 -0.730 0.129
N -5.344 0.723 0.530 -0.657
C -4.248 0.138 0.069 0.607
C -3.264 -0.597 0.869 0.831
C -3.374 -0.815 2.245 -0.678
C -2.372 -1.506 2.890 -0.976
C -1.272 -1.951 2.151 -0.130
N -1.168 -1.741 0.849 0.066
C -2.154 -1.083 0.211 -0.717
C -1.973 -0.911 -1.244 0.577
N -0.847 -1.441 -1.753 -0.405
C -0.648 -1.385 -3.063 -0.244
C -1.558 -0.771 -3.929 -0.855
C -2.696 -0.194 -3.403 -0.750
C -2.911 -0.268 -2.025 0.694
C -4.076 0.302 -1.335 1.114
N -5.046 1.007 -1.899 -0.707
H -4.235 -0.437 2.779 0.569
H -2.417 -1.701 3.950 0.461
H -0.458 -2.490 2.614 0.429
H 0.262 -1.841 -3.426 0.584
H -1.358 -0.753 -4.989 0.461
H -3.422 0.304 -4.031 0.559
S 1.633 -5.976 -2.353 -0.558
Sb 2.496 -4.747 -0.669 0.746
S 2.186 -2.346 -1.583 -0.704
S 0.799 -3.977 0.848 -0.513
S 4.509 -5.009 0.330 -0.554
C 3.885 -1.368 1.242 -1.540
Ge 2.387 -0.660 0.284 2.071
C 2.993 0.784 -0.896 0.214
C 2.903 0.802 -2.287 0.091
C 3.324 1.915 -3.010 -0.786
C 3.845 3.018 -2.354 -0.472
C 3.944 3.014 -0.970 -0.727
C 3.513 1.910 -0.250 -0.434
C 1.137 0.183 1.552 0.779
C 1.360 -0.101 2.874 -1.081
C 0.537 0.452 3.889 -0.943
C -0.510 1.256 3.559 -0.859
C -0.781 1.574 2.203 1.476
C -1.879 2.396 1.846 -0.824
C -2.134 2.703 0.542 -0.657
C -1.291 2.201 -0.476 -0.945
C -0.233 1.397 -0.161 -0.176
C 0.056 1.050 1.188 -0.098
H 4.387 -0.577 1.801 0.452
H 4.575 -1.805 0.533 0.403
H 3.556 -2.153 1.916 0.483
H 2.517 -0.061 -2.813 0.348
H 3.250 1.910 -4.089 0.409
H 4.176 3.879 -2.920 0.388
H 4.352 3.871 -0.451 0.399
H 3.575 1.928 0.832 0.299
H 2.170 -0.760 3.157 0.431
H 0.743 0.221 4.927 0.426
H -1.150 1.669 4.329 0.429
H -2.513 2.785 2.633 0.443
H -2.972 3.336 0.284 0.425
H -1.483 2.460 -1.508 0.519
H 0.410 1.029 -0.947 0.074
```

As for the multiplicity: 2. Its HOMO energy (spin up / spin down) is -7.552 / -7.558 eV. The calculation puts the total energy at -191234.437 eV. As for the net charge: 0. Its expectation value of S² is 0.83. Its HOMO-LUMO gap (spin up / spin down) is 6.09 / 6.11 eV.

=====

No. 2
Computed, not measured: a molecular structure, C29H21F10N3PS2Ti, with wB97M-V/def2-TZVPD.

Structure (XYZ):
```
67
Properties=species:S:1:pos:R:3:mulliken_charge:R:1
Ti -0.404 -0.039 1.134 -1.284
C -3.213 0.040 2.571 -1.550
N -1.776 -0.186 2.881 1.057
C -1.304 0.842 3.860 -1.251
C 0.185 1.069 3.646 -0.538
N 0.316 1.315 2.203 0.975
C 0.485 2.626 1.727 0.430
C 1.637 3.382 1.892 -0.104
F 2.643 2.893 2.614 -0.349
C 1.761 4.631 1.312 0.465
F 2.872 5.333 1.477 -0.293
C 0.730 5.150 0.546 0.520
F 0.864 6.339 -0.019 -0.304
C -0.437 4.424 0.365 0.205
F -1.431 4.912 -0.365 -0.319
C -0.533 3.190 0.967 -0.189
F -1.648 2.441 0.802 -0.363
C -1.590 -1.574 3.424 -1.003
C -0.867 -2.424 2.398 -0.768
N 0.251 -1.599 1.914 0.927
C 1.551 -2.070 1.719 -1.338
C 2.391 -1.260 0.971 1.133
F 1.838 -0.094 0.512 0.313
C 3.680 -1.560 0.615 -0.187
F 4.390 -0.720 -0.124 -0.284
C 4.207 -2.768 1.036 0.746
F 5.451 -3.101 0.731 -0.284
C 3.413 -3.617 1.785 0.151
F 3.904 -4.776 2.202 -0.277
C 2.112 -3.277 2.119 0.367
F 1.421 -4.157 2.855 -0.330
H -3.807 -0.055 3.481 0.380
H -3.349 1.037 2.158 0.332
H -3.554 -0.694 1.847 0.507
H -1.827 1.772 3.637 0.471
H -1.556 0.545 4.880 0.410
H 0.535 1.918 4.232 0.687
H 0.766 0.193 3.931 0.194
H -0.995 -1.516 4.333 0.330
H -2.558 -2.006 3.675 0.423
H -0.537 -3.351 2.853 0.724
H -1.522 -2.685 1.564 0.215
S 0.141 -2.752 -1.148 -0.434
P -0.786 -1.199 -1.873 1.789
S -2.083 -0.290 -0.520 -0.663
C 0.382 0.093 -2.382 -0.501
C 0.441 1.337 -1.771 0.422
C 1.426 2.253 -2.120 -0.363
C 2.346 1.923 -3.100 -0.755
C 2.277 0.686 -3.736 -0.732
C 1.301 -0.230 -3.381 -0.798
C -1.755 -1.493 -3.363 0.507
C -1.849 -2.773 -3.888 -0.419
C -2.563 -2.979 -5.062 -0.647
C -3.181 -1.912 -5.694 -0.425
C -3.092 -0.629 -5.161 -0.689
C -2.378 -0.415 -3.995 -0.490
H -0.331 1.624 -1.066 0.684
H 1.460 3.226 -1.645 0.356
H 3.112 2.634 -3.381 0.450
H 2.992 0.435 -4.508 0.435
H 1.256 -1.199 -3.863 0.440
H -1.362 -3.598 -3.381 0.319
H -2.636 -3.975 -5.480 0.409
H -3.737 -2.076 -6.608 0.393
H -3.577 0.202 -5.657 0.403
H -2.300 0.583 -3.580 0.362
```

For the relative energy (zero: lowest compared OMol25 entry of this formula, charge and spin), the calculation gives 0.0 kJ/mol. Its HOMO energy is -11.351 eV. The calculation puts the total energy at -116128.207 eV. As for the net charge: +1. Its HOMO-LUMO gap is 7.02 eV.

=====

No. 3
Computed, not measured: a molecular structure, C29H21F2IPPd, with wB97M-V/def2-TZVPD.

Structure (XYZ):
```
55
Properties=species:S:1:pos:R:3:mulliken_charge:R:1
Pd -0.221 0.302 0.542 -0.506
I -0.730 -2.575 1.210 -0.001
C 0.658 -2.090 2.711 -0.173
C 0.897 -3.111 3.593 -0.592
C 1.825 -2.966 4.640 -0.609
C 2.503 -1.793 4.770 -0.824
C 2.280 -0.718 3.873 1.087
C 3.020 0.477 4.050 -0.884
C 2.833 1.525 3.198 -0.963
C 1.894 1.427 2.157 -0.018
C 1.139 0.296 1.943 -0.059
C 1.337 -0.830 2.812 1.177
H 0.368 -4.048 3.487 0.376
H 1.991 -3.790 5.323 0.365
H 3.231 -1.653 5.561 0.320
H 3.727 0.527 4.870 0.314
H 3.395 2.444 3.323 0.400
H 1.751 2.278 1.502 0.240
C 1.229 5.842 -4.268 -0.391
C 0.056 5.109 -4.369 -0.683
C -0.235 4.121 -3.438 -0.123
C 0.632 3.854 -2.381 -0.284
C 1.803 4.607 -2.290 -0.198
C 2.107 5.584 -3.224 -0.603
P 0.383 2.551 -1.077 0.403
C -1.385 2.135 -1.381 0.147
C -2.359 3.044 -0.958 -0.535
C -3.704 2.745 -1.060 -0.547
C -4.109 1.511 -1.561 -0.505
C -3.157 0.593 -1.966 -0.658
C -1.802 0.902 -1.883 -0.013
C 1.228 1.120 -1.832 1.588
C 1.859 1.107 -3.075 -0.648
C 2.475 -0.056 -3.513 -0.576
C 2.432 -1.193 -2.713 -0.747
C 1.762 -1.174 -1.497 -0.322
C 1.134 -0.022 -1.012 -0.449
H 1.457 6.611 -4.997 0.366
H -0.637 5.298 -5.180 0.380
H -1.150 3.550 -3.539 0.357
H 2.489 4.419 -1.469 0.347
H 3.026 6.150 -3.133 0.373
H -2.055 3.997 -0.538 0.383
H -4.442 3.463 -0.726 0.358
H -5.163 1.268 -1.617 0.343
H -3.458 -0.375 -2.348 0.399
H -1.065 0.181 -2.218 0.382
H 1.884 1.999 -3.691 0.313
H 2.984 -0.077 -4.470 0.373
H 2.919 -2.102 -3.051 0.356
H 1.722 -2.086 -0.908 0.279
F -1.600 0.307 3.193 -0.306
C -1.560 0.939 1.951 0.001
F -2.861 0.763 1.439 -0.326
H -1.494 2.014 2.175 0.117
```

For the relative energy (zero: lowest compared OMol25 entry of this formula, charge and spin), the calculation gives 25.2 kJ/mol. Its HOMO energy is -4.167 eV. The calculation puts the total energy at -56718.526 eV. As for the net charge: -1. Its HOMO-LUMO gap is 6.75 eV.

=====

No. 4
Computed, not measured: a molecular structure, C29H21F2NO2ReSi in a non-equilibrium geometry, with wB97M-V/def2-TZVPD.

Structure (XYZ):
```
57
Properties=species:S:1:pos:R:3:mulliken_charge:R:1
Re -2.247 1.684 1.028 0.973
F -0.447 2.044 6.127 -0.322
C -0.855 1.245 5.127 0.357
C -1.245 1.814 3.928 -0.930
C -1.668 0.987 2.890 -0.314
C -1.684 -0.411 3.074 0.706
C -1.288 -0.923 4.301 0.381
F -1.294 -2.253 4.513 -0.341
C -0.868 -0.118 5.347 -0.735
C -2.087 -1.200 1.895 0.478
C -2.188 -2.585 1.800 -0.467
C -2.572 -3.160 0.601 -0.488
C -2.841 -2.357 -0.496 -0.894
C -2.696 -0.994 -0.351 -0.299
N -2.333 -0.433 0.811 -0.595
H -1.223 2.889 3.824 0.474
H -0.563 -0.545 6.291 0.489
H -1.965 -3.195 2.661 0.561
H -2.652 -4.237 0.523 0.436
H -3.134 -2.768 -1.451 0.435
H -2.862 -0.313 -1.175 0.586
O -3.819 2.292 1.227 -0.663
O -0.539 1.562 0.028 -0.001
Si 0.544 0.838 -0.960 -0.011
C 2.126 1.833 -0.933 0.356
C 3.357 1.255 -1.268 -0.155
C 4.525 2.006 -1.267 -0.716
C 4.481 3.351 -0.921 -0.424
C 3.272 3.940 -0.577 -0.563
C 2.105 3.187 -0.584 -0.376
C -0.179 0.693 -2.685 0.337
C 0.589 0.167 -3.734 -0.109
C 0.068 0.037 -5.014 -0.704
C -1.237 0.435 -5.274 -0.455
C -2.015 0.965 -4.255 -0.720
C -1.488 1.091 -2.975 -0.273
C 0.890 -0.881 -0.266 0.589
C 1.550 -0.987 0.969 -0.390
C 1.772 -2.221 1.563 -0.737
C 1.346 -3.382 0.928 -0.543
C 0.695 -3.303 -0.295 -0.745
C 0.466 -2.062 -0.882 -0.072
H 3.405 0.199 -1.517 0.314
H 5.469 1.543 -1.527 0.393
H 5.392 3.938 -0.915 0.372
H 3.240 4.987 -0.300 0.389
H 1.164 3.649 -0.307 0.330
H 1.612 -0.144 -3.545 0.349
H 0.680 -0.372 -5.809 0.407
H -1.645 0.338 -6.273 0.373
H -3.030 1.285 -4.457 0.428
H -2.102 1.519 -2.187 0.373
H 1.891 -0.086 1.470 0.420
H 2.281 -2.281 2.518 0.447
H 1.527 -4.348 1.385 0.397
H 0.365 -4.207 -0.793 0.456
H -0.047 -2.009 -1.838 0.434
```

For the relative energy (zero: lowest compared OMol25 entry of this formula, charge and spin), the calculation gives 0.0 kJ/mol. As for the multiplicity: 2. Its HOMO energy (spin up / spin down) is -6.944 / -8.112 eV. The calculation puts the total energy at -51443.621 eV. As for the net charge: 0. Its expectation value of S² is 0.76. Its HOMO-LUMO gap (spin up / spin down) is 6.43 / 7.50 eV.